C20H53F3N4O7 | ωB97M-V/def2-TZVPD

Energy relative to the best compared isomer or geometry (same formula, charge and spin) (eV): 7.587
Multiplicity: 1
Kohn-Sham gap (Eh): 0.105

XYZ file:
```
87
C20H53F3N4O7, DFT ωB97M-V/def2-TZVPD
F -5.217 3.910 2.459
F -5.928 5.804 1.714
F -3.888 5.581 2.581
O 5.204 3.116 1.059
O 1.038 0.154 0.813
O 6.460 -7.184 -1.376
O -1.921 1.794 -7.184
O -5.480 -5.160 6.822
O -3.771 3.207 0.132
O -3.530 5.395 -0.352
N 3.213 4.139 -0.490
N -3.663 -3.986 5.142
N -1.862 -1.002 -4.655
N 3.562 -4.914 -1.088
C 4.729 -5.493 -1.701
C 5.378 4.447 0.586
C -3.129 -2.314 6.862
C -3.715 -3.672 6.558
C -2.288 1.100 -5.941
C -5.140 -3.806 7.031
C -3.055 7.390 -1.569
C 6.529 2.553 1.347
C 5.729 -4.362 -2.182
C 3.976 4.945 0.441
C 5.353 -6.520 -0.756
C 3.131 5.014 1.715
C -4.363 4.530 0.345
C -6.791 -5.482 7.234
C -0.771 -0.838 -6.816
C -2.930 2.636 -7.716
C -4.838 5.010 1.785
C 7.148 -8.005 -0.396
C -4.137 6.540 -0.954
C -1.282 -0.046 -5.567
H 3.527 4.076 -1.448
H -3.531 8.332 -1.840
H 7.154 2.410 0.466
H -3.789 2.037 -8.020
H -2.861 -2.101 7.897
H -7.447 -4.837 6.649
H 4.547 -7.198 -0.478
H 7.101 3.143 2.063
H -2.454 -1.697 -5.085
H -3.287 0.669 -6.014
H 6.634 -8.909 -0.071
H -1.571 -1.332 -7.368
H 6.025 -3.629 -1.431
H 1.207 -0.689 0.387
H 3.742 5.484 2.487
H -4.300 -4.770 5.132
H 6.239 1.595 1.777
H -5.316 4.432 -0.174
H -2.485 3.168 -8.557
H 4.469 -6.023 -2.617
H -0.377 -0.151 -7.565
H 6.053 4.503 -0.268
H -3.146 -4.478 7.021
H 6.585 -4.849 -2.648
H -5.165 -3.526 8.084
H 7.359 -7.499 0.546
H 2.985 -4.622 -1.864
H -3.781 -1.479 6.602
H 8.083 -8.359 -0.833
H -6.861 -5.356 8.315
H 1.663 0.810 0.494
H -2.270 7.595 -0.841
H -4.822 6.320 -1.772
H 0.142 0.442 0.625
H -0.097 -1.648 -6.536
H -2.499 -0.377 -4.182
H 5.896 5.057 1.327
H -5.813 -3.277 6.356
H -7.122 -6.508 7.077
H -3.275 3.343 -6.961
H 5.688 -6.061 0.174
H 2.909 4.009 2.073
H -0.421 0.431 -5.099
H 3.990 5.954 0.029
H -4.044 -3.257 4.556
H 2.196 5.484 1.411
H -2.487 6.922 -2.374
H -4.653 7.233 -0.289
H 5.140 -3.751 -2.866
H 3.026 -5.703 -0.755
H 2.300 4.548 -0.632
H -2.288 1.773 -5.083
H -2.248 -2.160 6.239
```

These are the Mulliken partial charges, in e, on atoms 1 to 6: number 1, F, carries -0.2584; number 2, F, carries -0.2726; number 3, F, carries -0.2950; number 4, O, carries -0.2510; number 5, O, carries -0.4268; number 6, O, carries -0.3223

C2H6N2O2S | ωB97M-V/def2-TZVPD

Energy relative to the best compared isomer or geometry (same formula, charge and spin) (eV): 2.952
Multiplicity: 1
Kohn-Sham gap (Eh): 0.332

XYZ file:
```
13
C2H6N2O2S, DFT ωB97M-V/def2-TZVPD
S 0.194 0.919 -1.067
O 1.701 1.056 -1.023
O -0.634 1.965 -1.644
N -1.110 0.932 1.833
N -0.104 -0.563 -1.890
C 0.345 -0.999 1.358
C -0.350 0.256 1.149
H 1.380 -0.923 0.828
H -0.965 -0.625 -2.395
H -1.335 1.880 1.613
H -0.236 -1.845 1.083
H 0.519 -0.898 2.414
H 0.596 -1.156 -2.259
```

These are the natural (NBO) partial charges, in e, on atoms 1 to 6: number 1, S, carries 1.9477; number 2, O, carries -0.9488; number 3, O, carries -0.9189; number 4, N, carries -0.6178; number 5, N, carries -1.1042; number 6, C, carries -0.7387

C16H11Cl5N2O6Pt | ωB97M-V/def2-TZVPD

Energy relative to the best compared isomer or geometry (same formula, charge and spin) (eV): 0.531
Multiplicity: 1
Kohn-Sham gap (Eh): 0.294

XYZ file:
```
41
C16H11Cl5N2O6Pt, DFT ωB97M-V/def2-TZVPD
Pt -0.131 0.609 0.068
Cl 4.386 2.476 2.905
Cl 5.173 0.517 -2.058
Cl 2.091 -0.033 -2.300
Cl 1.295 2.060 2.546
Cl 6.319 1.678 0.593
O -2.074 -5.570 0.685
O -2.433 2.052 1.250
O -3.292 4.073 0.867
O -3.635 0.986 -1.881
O -1.882 -0.120 -0.989
O -0.694 2.441 -1.045
N 0.125 -1.414 0.883
N -3.212 -3.783 -0.111
C -2.105 -4.398 0.366
C -2.449 0.820 -1.646
C -2.432 3.087 0.638
C 3.760 1.839 1.439
C 2.395 1.644 1.272
C 1.331 -1.988 0.866
C -0.960 -2.170 0.719
C 2.742 0.728 -0.892
C -1.388 1.819 -2.149
C -1.428 3.488 -0.433
C -0.885 -3.533 0.500
C 0.370 -4.132 0.482
C 1.494 -3.347 0.675
C 4.113 0.937 -0.775
C 4.624 1.481 0.403
C 1.853 1.077 0.113
H -3.197 -2.864 -0.524
H 0.439 -5.201 0.330
H -0.700 4.140 0.056
H -3.913 3.829 1.566
H -1.909 -1.657 0.783
H -0.632 1.249 -2.689
H 2.484 -3.779 0.695
H -1.831 2.573 -2.801
H -1.957 4.068 -1.192
H -4.035 -4.346 -0.241
H 2.179 -1.335 1.027
```

These are the natural (NBO) partial charges, in e, on atoms 1 to 6: number 1, Pt, carries 0.9136; number 2, Cl, carries 0.0606; number 3, Cl, carries 0.0617; number 4, Cl, carries 0.0204; number 5, Cl, carries 0.0331; number 6, Cl, carries 0.0625

C4H8O2 | ωB97M-V/def2-TZVPD

Energy relative to the best compared isomer or geometry (same formula, charge and spin) (eV): 2.917
Multiplicity: 1
Kohn-Sham gap (Eh): 0.391

XYZ file:
```
14
C4H8O2, DFT ωB97M-V/def2-TZVPD
O 1.026 -0.757 2.027
O 0.541 1.119 -0.838
C 1.280 0.847 0.300
C 0.512 0.130 1.360
C -1.047 -0.957 -0.332
C -0.516 0.235 -1.202
H -1.013 -1.071 0.814
H -0.423 -1.820 -0.563
H -1.320 0.954 -1.346
H -0.260 -0.228 -2.174
H -0.371 0.744 1.653
H -2.092 -1.223 -0.560
H 2.142 0.232 0.043
H 1.541 1.796 0.816
```

These are the natural (NBO) partial charges, in e, on atoms 1 to 6: number 1, O, carries -0.5386; number 2, O, carries -0.5220; number 3, C, carries -0.1558; number 4, C, carries 0.3973; number 5, C, carries -0.6897; number 6, C, carries -0.0708

C53H67As2NO3SbTi | ωB97M-V/def2-TZVPD

Multiplicity: 3
Kohn-Sham gap (spin up / spin down) (Eh): 0.221 / 0.288
Total charge: +1

XYZ file:
```
128
C53H67As2NO3SbTi, DFT ωB97M-V/def2-TZVPD
Sb -3.422 1.710 -1.224
As 2.745 0.279 -1.185
As 1.267 -2.544 -0.289
Ti 0.894 -0.271 1.232
O 0.882 1.659 2.150
O -0.230 0.495 -0.572
O -0.358 2.026 4.441
N 1.665 -0.993 3.096
C -1.739 3.960 -0.172
C -0.461 -4.256 1.263
C -1.662 -2.173 4.014
C 6.527 1.107 -2.857
C 3.703 -3.085 1.074
C -0.660 -1.577 3.275
C 6.853 -0.080 -0.755
C 0.715 -1.629 3.786
C -1.516 -5.115 1.440
C 3.967 -0.214 2.921
C -5.688 0.462 0.501
C 1.298 -2.053 -2.312
C 2.380 -2.608 5.227
C -5.869 0.090 -2.004
C 5.152 1.136 -2.634
C 1.030 -2.512 4.839
C -1.785 -5.367 -0.901
C 5.711 -1.387 4.163
C -4.152 4.101 0.649
C 1.187 4.061 -3.711
C 4.886 -3.781 1.340
C -0.013 -3.934 0.003
C -5.653 1.172 -0.877
C -2.955 3.204 0.288
C 1.210 2.808 -4.331
C 1.570 4.100 -2.337
C 2.519 -1.228 -2.451
C 3.373 -4.659 -0.694
C -2.646 2.442 1.578
C 2.951 -0.972 3.535
C 5.449 -0.138 -0.560
C -3.195 -1.839 2.315
C 5.269 -0.341 3.327
C -2.184 -5.690 0.359
C -2.080 3.003 -3.564
C 1.953 2.955 -1.686
C -0.852 -1.137 2.015
C -2.183 -1.356 1.486
C -4.436 2.559 -4.306
C -0.666 -4.515 -1.051
C 3.349 -1.822 4.590
C -6.756 2.190 -0.987
C 4.713 -2.088 4.789
C 1.583 1.658 -3.657
C 2.925 -3.528 0.003
C 2.040 1.732 -2.352
C -3.522 2.974 -3.122
C 4.502 -5.311 -0.423
C 4.660 0.441 -1.524
C 5.296 -4.916 0.641
C 7.401 0.551 -1.879
C -4.015 4.449 -2.816
C -2.948 -2.322 3.574
H -3.957 5.012 -3.749
H -6.527 3.178 -0.582
H 0.375 -3.118 5.368
H -2.005 3.677 -4.468
H -3.303 4.883 -2.065
H -6.643 -0.002 0.658
H -3.308 1.663 1.669
H 7.472 -0.489 0.083
H 5.475 -3.438 2.167
H -3.122 -6.199 0.521
H 0.331 -1.652 -2.511
H 6.054 0.220 2.685
H -1.378 3.369 -2.822
H 1.660 5.044 -1.864
H -5.495 2.696 -4.132
H -1.700 1.982 1.709
H -4.485 4.817 -0.203
H -2.483 -1.046 0.518
H -4.230 3.121 -5.187
H 0.107 -3.706 2.085
H 6.738 -1.572 4.303
H -1.201 0.677 -0.500
H -3.812 4.730 1.492
H -1.872 1.982 -3.958
H -5.521 1.250 1.233
H 4.704 -6.171 -1.005
H 2.656 -0.751 -3.404
H 2.728 -3.313 5.949
H 0.848 2.767 -5.329
H 1.327 -2.915 -3.002
H 3.372 -1.809 -2.327
H 0.679 4.826 -4.238
H 6.288 -5.384 0.846
H -2.855 3.227 2.313
H -3.741 -2.762 4.218
H 3.765 0.490 2.027
H -5.253 -0.800 -1.776
H 0.013 0.867 -1.413
H -1.810 4.517 -1.108
H 4.999 -0.519 0.365
H 6.949 1.618 -3.666
H -0.496 2.846 4.948
H 2.777 -4.961 -1.538
H -1.065 1.488 4.762
H -2.024 -5.360 2.387
H -1.722 4.755 0.630
H 8.429 0.646 -2.072
H -5.053 4.575 -2.435
H -7.577 1.895 -0.406
H -6.889 -0.362 -2.002
H -7.072 2.297 -2.035
H 3.438 -2.161 1.591
H -5.689 0.463 -3.029
H -4.309 1.577 -4.708
H -2.317 -5.764 -1.736
H 0.737 2.422 1.613
H 4.984 -2.792 5.514
H 1.601 0.739 -4.224
H -0.469 -4.169 -2.069
H -4.962 -0.334 0.584
H 2.439 3.088 -0.757
H -5.038 3.560 0.924
H -0.778 3.472 -0.201
H -4.218 -1.817 1.970
H 4.564 1.580 -3.357
H -1.534 -2.363 5.099
H 0.428 1.828 2.969
```

These are the Mulliken partial charges, in e, on atoms 1 to 6: number 1, Sb, carries 0.8227; number 2, As, carries 1.8390; number 3, As, carries 1.1958; number 4, Ti, carries -0.3939; number 5, O, carries -0.6479; number 6, O, carries 2.3765

C2H8P2S | ωB97M-V/def2-TZVPD

Energy relative to the best compared isomer or geometry (same formula, charge and spin) (eV): 3.873
Multiplicity: 1
Kohn-Sham gap (spin up / spin down) (Eh): 0.290 / 0.256

XYZ file:
```
13
C2H8P2S, DFT ωB97M-V/def2-TZVPD
S 3.359 -0.263 -0.236
P 0.425 -1.541 -0.358
P 1.468 0.393 -0.596
C -2.630 -1.540 0.531
C 0.978 1.777 0.459
H 1.437 0.988 -1.809
H -0.121 1.900 0.710
H 1.188 2.739 0.046
H -2.252 -1.766 1.556
H 0.605 -1.748 -1.770
H -3.038 -2.291 -0.220
H 1.401 1.907 1.534
H -2.820 -0.555 0.153
```

These are the natural (NBO) partial charges, in e, on atoms 1 to 6: number 1, S, carries -0.5549; number 2, P, carries 0.0695; number 3, P, carries 0.7488; number 4, C, carries -0.5399; number 5, C, carries -1.0161; number 6, H, carries -0.0280

Summary of maximum force in eV/A
4.9 3.4 2.0 2.8 4.0 3.8
(order as listed above)